No. 1
C44H24AsF6I4N4Pd as an isolated structure in a non-equilibrium geometry. Source: the OMol25 dataset; level of theory: wB97M-V/def2-TZVPD.

Geometry (Å):
Pd -0.184 0.553 0.494
I -4.028 -4.204 8.158
C -3.339 -3.157 6.437
C -1.954 -2.808 6.470
C -1.320 -2.262 5.367
C -2.019 -1.943 4.210
C -3.429 -2.055 4.263
C -4.077 -2.757 5.308
C -1.374 -1.554 2.894
C -2.135 -1.407 1.685
C -3.330 -2.142 1.325
C -3.668 -1.797 0.047
C -2.740 -0.793 -0.399
C -2.760 -0.150 -1.607
C -3.636 -0.660 -2.679
C -4.748 0.056 -3.035
C -5.738 -0.406 -3.907
C -5.609 -1.738 -4.367
I -7.412 -2.533 -5.228
C -4.348 -2.387 -4.186
C -3.376 -1.840 -3.333
C -2.158 1.114 -1.726
N -0.968 1.502 -1.094
C -0.550 2.693 -1.644
C 0.750 3.266 -1.403
C 1.048 4.727 -1.611
C -0.006 5.657 -1.715
C 0.183 7.018 -1.976
C 1.452 7.440 -2.281
I 2.099 9.467 -2.454
C 2.532 6.522 -2.231
C 2.354 5.238 -1.803
C 1.783 2.379 -0.918
C 3.068 2.114 -1.528
C 3.629 1.132 -0.778
C 2.761 0.824 0.341
N 1.593 1.494 0.194
C 3.055 -0.176 1.294
C 2.037 -0.668 2.119
C 2.278 -1.743 3.113
C 1.107 -2.224 3.487
C 0.004 -1.353 2.795
N 0.678 -0.537 1.944
C 4.356 -0.875 1.172
C 5.637 -0.159 1.220
C 6.831 -0.866 1.319
C 6.794 -2.249 1.113
I 8.635 -3.387 1.214
C 5.621 -2.940 0.828
C 4.416 -2.217 0.929
C -1.541 3.117 -2.587
C -2.504 2.135 -2.684
N -1.831 -0.455 0.680
H -1.403 -3.194 7.319
H -0.282 -1.981 5.449
H -4.164 -1.500 3.650
H -5.136 -2.843 5.292
H -3.811 -2.754 2.022
H -4.503 -2.191 -0.512
H -4.922 0.958 -2.451
H -6.488 0.300 -4.247
H -4.162 -3.249 -4.780
H -2.395 -2.332 -3.294
H -0.990 5.398 -1.235
H -0.691 7.664 -2.113
H 3.590 6.856 -2.434
H 3.179 4.568 -1.594
H 3.375 2.701 -2.374
H 4.443 0.556 -1.010
H 3.273 -1.965 3.343
H 0.860 -3.148 3.951
H 5.568 0.910 1.378
H 7.737 -0.374 1.511
H 5.695 -4.022 0.553
H 3.453 -2.700 0.849
H -1.456 3.950 -3.227
H -3.412 2.081 -3.217
F 1.037 -2.206 -0.500
As 1.210 -2.215 -2.366
F -0.507 -2.299 -2.626
F 1.554 -2.387 -4.084
F 1.301 -4.032 -2.220
F 2.920 -2.107 -2.007
F 1.208 -0.448 -2.274

Atoms 1-6, force components in eV/Å:
Pd 0.901 0.564 -0.327
I -0.099 0.432 -0.873
C 1.337 0.405 -0.539
C -1.216 -1.197 -0.138
C 0.068 0.174 0.672
C -0.524 0.242 -2.391

Output
* highest occupied orbital energy (alpha / beta): -6.605 / -8.342 eV
* HOMO-LUMO gap (alpha / beta): 0.1786 / 0.1671 Ha
* <S²>: 3.843
* 2S+1: 4
* E_LUMO (alpha / beta): -1.74 / -3.80 eV
* total energy: -165001.8182 eV
* relative energy (zero: lowest compared OMol25 entry of this formula, charge and spin): 46.3 kcal per mole

=====

No. 2
C44H25CeCl5F3N4O5S as an isolated structure in a non-equilibrium geometry. Source: the OMol25 dataset; level of theory: wB97M-V/def2-TZVPD.

Geometry (Å):
Ce -0.652 0.752 0.501
O 0.199 -1.541 0.466
C 0.190 -2.567 -0.260
C 0.925 -3.723 0.140
C 1.103 -4.798 -0.704
C 0.680 -4.728 -2.058
C -0.045 -3.666 -2.489
C -0.412 -2.636 -1.582
C -1.462 -1.704 -1.892
N -1.980 -0.788 -1.105
N -3.150 -0.263 -1.381
C -3.701 0.473 -0.445
O -3.079 0.961 0.570
C -5.166 0.771 -0.706
C -5.881 -0.041 -1.570
C -7.177 0.304 -1.937
C -7.830 1.403 -1.340
C -7.135 2.165 -0.425
C -5.771 1.914 -0.175
H 1.362 -3.741 1.125
H 1.650 -5.675 -0.347
H 0.881 -5.529 -2.745
H -0.267 -3.542 -3.551
H -2.012 -1.756 -2.844
H -5.407 -0.940 -1.924
H -7.716 -0.205 -2.743
H -8.864 1.672 -1.643
H -7.579 3.048 -0.017
H -5.186 2.568 0.456
Cl -5.236 6.906 1.046
C -3.948 5.791 0.709
C -3.266 5.181 1.766
Cl -3.601 5.542 3.381
C -2.364 4.195 1.476
Cl -1.474 3.351 2.681
C -2.129 3.758 0.110
O -1.200 2.828 -0.024
C -2.789 4.418 -0.975
Cl -2.482 3.791 -2.549
C -3.695 5.432 -0.634
Cl -4.669 6.056 -1.876
O 1.730 2.145 0.715
S 2.270 1.699 2.008
O 2.773 2.597 2.964
N 0.964 0.778 2.465
C 0.885 0.231 3.718
C 1.755 0.396 4.852
C 1.609 -0.468 5.965
C 0.600 -1.442 5.979
C -0.304 -1.530 4.852
C -1.302 -2.532 4.763
C -2.211 -2.503 3.722
C -2.126 -1.474 2.758
N -1.194 -0.549 2.795
C -0.280 -0.631 3.819
C 3.575 0.519 1.599
C 4.053 -0.331 2.556
C 4.970 -1.329 2.155
C 5.595 -1.277 0.911
C 5.110 -0.385 -0.051
C 4.125 0.555 0.286
H 2.586 1.094 4.685
H 2.312 -0.333 6.764
H 0.550 -2.195 6.764
H -1.356 -3.364 5.541
H -2.935 -3.287 3.568
H -2.908 -1.343 2.003
H 3.692 -0.348 3.586
H 5.214 -2.128 2.819
H 6.406 -1.940 0.606
H 5.461 -0.428 -1.072
H 3.669 1.271 -0.438
F 7.101 -0.543 -5.261
C 5.921 -1.005 -5.807
F 5.796 -0.325 -7.054
F 6.048 -2.369 -6.094
C 4.788 -0.693 -4.864
C 4.565 0.655 -4.542
C 3.560 0.977 -3.645
C 2.719 -0.003 -3.199
C 3.010 -1.378 -3.479
C 4.055 -1.782 -4.276
C 1.666 0.429 -2.390
C 0.691 0.705 -1.686
H 5.185 1.425 -4.955
H 3.329 2.005 -3.293
H 2.348 -2.176 -3.105
H 4.264 -2.825 -4.494

Atoms 1-6, force components in eV/Å:
Ce 0.574 -0.759 -0.919
O -0.910 2.206 1.058
C 0.676 -1.468 -1.980
C -0.181 -0.573 -0.321
C 0.083 0.351 -0.304
C 0.320 -0.693 0.632

Output
* highest occupied orbital energy (alpha / beta): -4.978 / -4.978 eV
* HOMO-LUMO gap (alpha / beta): 0.2098 / 0.2099 Ha
* 2S+1: 1
* E_LUMO (alpha / beta): 0.73 / 0.73 eV
* total charge: -1
* total energy: -156762.9420 eV
* relative energy (zero: lowest compared OMol25 entry of this formula, charge and spin): 6.4 kcal per mole